C2H3NO2 | the ωB97M-V functional and the def2-TZVPD basis

Bonds (Å) are listed after each position.
Geometry (Å):
1 H -2.57274 -0.27138 0.30731  N2 1.018
2 N -1.68447 -0.50120 0.74922  H1 1.018, C3 1.253
3 C -0.75054 -0.28426 -0.05741  N2 1.253, O4 1.384, H7 1.091
4 O 0.53917 -0.59084 0.33874  C3 1.384, C5 1.352
5 C 1.49817 0.29541 -0.00978  O4 1.352, O6 1.199, H8 1.097
6 O 1.30660 1.34704 -0.55247  C5 1.199
7 H -0.81193 0.10017 -1.07640  C3 1.091
8 H 2.47574 -0.09494 0.30078  C5 1.097

Results
F_max: 0.0101 hartree/bohr
Kohn-Sham gap: 11.87 eV
E_LUMO: 0.90 eV
structure (SMILES): [H]/N=C/OC=O
molar mass: 73.051 Da
highest occupied orbital energy: -10.97 eV
energy: -283.2305 Eh